(1)
{
  "formula": "C38H40BN7O2",
  "method": "ωB97M-V with the def2-TZVPD basis set",
  "e_above_lowest_kj_mol": 1166.4,
  "homo_energy_ev": -7.90,
  "smiles": "CCc1c(B(O)O)c(CCCCn2cccc2)cc2ncc(-c3ccncc3)nc12.c1ccncc1.c1ccncc1.c1ccncc1",
  "charge": 0,
  "max_force_ev_per_a": 6.10,
  "lumo_energy_ev": -1.2,
  "total_energy_ha": -2030.26233,
  "species": ["C", "C", "C", "C", "B", "O", "O", "C", "C", "C", "C", "C", "N", "C", "C", "C", "C", "C", "C", "N", "C", "C", "C", "C", "C", "N", "C", "C", "N", "C", "H", "H", "H", "H", "H", "H", "H", "H", "H", "H", "H", "H", "H", "H", "H", "H", "H", "H", "H", "H", "H", "H", "H", "H", "H", "C", "C", "C", "N", "C", "C", "H", "H", "H", "H", "H", "C", "C", "C", "N", "C", "C", "H", "H", "H", "H", "H", "C", "C", "C", "N", "C", "C", "H", "H", "H", "H", "H"],
  "positions_angstrom": [[1.7870, -4.0286, 2.0607], [0.8995, -2.8174, 1.4577], [0.7778, -2.8686, -0.1562], [-0.1886, -3.9275, -0.7880], [-1.0322, -5.0002, 0.1210], [-1.7225, -4.6401, 1.3612], [-1.1095, -6.4294, -0.2469], [-0.2990, -3.8949, -2.3809], [-1.2783, -4.8803, -3.2115], [-2.5799, -4.0065, -3.6860], [-2.8029, -2.6718, -2.8196], [-4.2423, -1.9516, -3.1255], [-4.8102, -1.6158, -1.7756], [-5.9629, -2.1496, -1.0810], [-6.1193, -1.5045, 0.3438], [-4.9320, -0.4913, 0.4618], [-4.1926, -0.6354, -0.8915], [0.5290, -2.8972, -3.2149], [1.5038, -1.8293, -2.5638], [2.2045, -0.9598, -3.4711], [2.9969, -0.0535, -2.7076], [3.1099, 0.0068, -1.1576], [4.0540, 1.1004, -0.5106], [5.2381, 0.7935, 0.4714], [6.1984, 1.8329, 1.0814], [6.0679, 3.2131, 0.7613], [4.9910, 3.5397, -0.1032], [3.9423, 2.6513, -0.8042], [2.4337, -0.9035, -0.2945], [1.6138, -1.8340, -1.0206], [1.7539, -4.9482, 1.3829], [1.4053, -4.3353, 3.1100], [2.8734, -3.6356, 2.1355], [1.4129, -1.8442, 1.8185], [-0.1558, -2.7775, 1.9317], [-2.0596, -3.7179, 1.2984], [-2.0777, -6.5658, -0.3901], [-1.6279, -5.7812, -2.6059], [-0.6582, -5.2285, -4.1248], [-2.3989, -3.6985, -4.7879], [-3.5390, -4.6383, -3.6962], [-2.7321, -2.8507, -1.6806], [-2.0135, -1.8976, -3.1630], [-4.0540, -0.9860, -3.7293], [-4.9434, -2.6542, -3.6882], [-6.6419, -2.9401, -1.5362], [-6.9454, -1.7846, 1.0843], [-4.6911, 0.1613, 1.3707], [-3.2529, -0.0114, -1.0828], [0.4117, -2.8982, -4.3617], [3.6130, 0.7200, -3.3039], [5.4099, -0.3100, 0.7541], [7.0461, 1.4787, 1.7684], [4.8743, 4.6857, -0.3277], [3.1188, 3.0602, -1.4987], [4.7445, 9.6671, -1.0492], [3.6762, 9.5014, -0.1800], [3.0775, 8.2540, -0.1057], [3.4693, 7.1911, -0.8310], [4.5072, 7.3809, -1.6677], [5.1722, 8.5881, -1.8096], [5.2394, 10.6287, -1.1340], [3.3160, 10.3227, 0.4272], [2.2407, 8.0757, 0.5618], [4.8029, 6.5090, -2.2435], [6.0031, 8.6829, -2.4977], [-2.0051, 9.2353, 2.5412], [-1.6263, 9.5303, 1.2395], [-0.2986, 9.3512, 0.8870], [0.6471, 8.9114, 1.7333], [0.2537, 8.6350, 2.9874], [-1.0491, 8.7773, 3.4364], [-3.0356, 9.3613, 2.8552], [-2.3459, 9.8908, 0.5150], [0.0459, 9.5651, -0.1201], [1.0378, 8.2837, 3.6506], [-1.3099, 8.5370, 4.4596], [-3.1700, -8.1461, 4.3671], [-3.0296, -9.4684, 3.9709], [-2.2614, -9.7383, 2.8500], [-1.6459, -8.7936, 2.1199], [-1.7988, -7.5211, 2.5239], [-2.5434, -7.1495, 3.6325], [-3.7626, -7.8944, 5.2403], [-3.5056, -10.2712, 4.5203], [-2.1193, -10.7566, 2.5023], [-1.2977, -6.7821, 1.9164], [-2.6315, -6.1074, 3.9136]]
}



(2)
{
  "formula": "C38H40CaN10O8S",
  "method": "ωB97M-V with the def2-TZVPD basis set",
  "e_above_lowest_kj_mol": 149.1,
  "homo_energy_ev": -7.59,
  "charge": 0,
  "max_force_ev_per_a": 2.17,
  "lumo_energy_ev": -1.0,
  "total_energy_ha": -3697.39618,
  "species": ["Ca", "O", "C", "O", "C", "C", "C", "C", "C", "N", "C", "O", "O", "H", "H", "H", "H", "H", "N", "C", "C", "C", "C", "C", "C", "C", "H", "H", "H", "H", "N", "C", "N", "C", "C", "O", "C", "C", "H", "H", "H", "H", "H", "H", "H", "H", "O", "S", "O", "N", "C", "O", "C", "C", "C", "C", "C", "C", "H", "H", "H", "H", "C", "N", "C", "N", "C", "N", "C", "N", "C", "C", "H", "H", "H", "H", "H", "H", "H", "H", "H", "H", "H", "H", "C", "C", "C", "C", "N", "C", "C", "H", "H", "H", "H", "H", "H", "H"],
  "positions_angstrom": [[0.3841, 0.8384, -0.8958], [1.8636, 0.4291, -4.6129], [1.3671, 1.1685, -3.6575], [1.9700, 1.6341, -2.7142], [-0.0845, 1.4889, -3.8916], [-0.5837, 1.8955, -5.1273], [-1.9385, 2.1810, -5.2198], [-2.7439, 2.0021, -4.1082], [-2.1663, 1.5142, -2.9282], [-0.8552, 1.2958, -2.8454], [-2.8939, 1.2102, -1.6698], [-4.2382, 1.3491, -1.6641], [-2.3377, 0.8463, -0.6621], [2.5000, -0.2752, -4.2114], [0.0698, 1.9757, -5.9771], [-2.3642, 2.5274, -6.1500], [-3.7916, 2.2574, -4.1757], [-4.5884, 1.7073, -2.4914], [0.1083, 8.3398, 0.8521], [0.1056, 7.2137, 0.6276], [0.0890, 5.8298, 0.3572], [0.9046, 4.9564, 1.0764], [0.8922, 3.6030, 0.7857], [0.0788, 3.0543, -0.2126], [-0.7512, 3.9544, -0.8838], [-0.7542, 5.3146, -0.6263], [1.5508, 5.3525, 1.8487], [1.5404, 2.9521, 1.3609], [-1.4403, 3.5928, -1.6458], [-1.3913, 5.9875, -1.1849], [-1.4509, -1.7790, -0.8277], [-2.3702, -2.4582, -0.9509], [-3.4508, -3.1804, -1.1089], [-3.3715, -4.5306, -1.6388], [-4.7026, -4.8551, -2.3238], [-5.7881, -4.6794, -1.4423], [-5.8569, -3.3506, -0.9780], [-4.5831, -2.9585, -0.2248], [-3.2013, -5.2523, -0.8269], [-2.5478, -4.5956, -2.3509], [-4.7243, -5.9009, -2.6343], [-4.8282, -4.2124, -3.2085], [-6.7219, -3.3015, -0.3146], [-6.0052, -2.6662, -1.8269], [-4.4926, -3.5818, 0.6758], [-4.6161, -1.9072, 0.0660], [3.5301, -3.7792, -4.0080], [3.8571, -2.7527, -3.0581], [5.2211, -2.3078, -3.0343], [2.8172, -1.4873, -3.2350], [1.9236, -1.4516, -2.2717], [0.9219, -0.7175, -2.2603], [2.2023, -2.3973, -1.1531], [1.5015, -2.4914, 0.0369], [1.9414, -3.4163, 0.9723], [3.0344, -4.2314, 0.7118], [3.7089, -4.1532, -0.5024], [3.2808, -3.2195, -1.4149], [0.6434, -1.8548, 0.2085], [1.4254, -3.5068, 1.9176], [3.3702, -4.9355, 1.4585], [4.5472, -4.7936, -0.7185], [-1.6373, 1.5506, 2.5624], [-0.5115, 0.6252, 2.3986], [0.4049, 0.8356, 3.5173], [-0.2374, 0.6241, 4.8113], [-1.3628, 1.5484, 4.9157], [-2.3247, 1.3541, 3.8375], [-2.8003, -0.0229, 3.8887], [-1.7101, -0.9866, 3.7629], [-1.0286, -0.7384, 2.4920], [-0.7605, -0.7365, 4.8438], [-2.3460, 1.3892, 1.7478], [-1.2636, 2.5767, 2.5121], [0.7757, 1.8619, 3.4792], [1.2486, 0.1444, 3.4323], [-0.9846, 2.5735, 4.8758], [-1.8592, 1.3921, 5.8783], [-3.5039, -0.1843, 3.0683], [-3.3104, -0.1938, 4.8414], [-1.7267, -0.9063, 1.6681], [-0.1928, -1.4398, 2.4116], [0.0758, -1.4365, 4.7516], [-1.2593, -0.8992, 5.8040], [6.9758, 0.9268, 1.6463], [5.5375, 0.8587, 1.2392], [4.9781, 1.7744, 0.3551], [3.6446, 1.6533, -0.0066], [2.8397, 0.7133, 0.4744], [3.3660, -0.1525, 1.3335], [4.6915, -0.1336, 1.7295], [7.4673, 1.7947, 1.2127], [7.5035, 0.0321, 1.3158], [7.0644, 0.9790, 2.7315], [5.5756, 2.5777, -0.0491], [3.2012, 2.3419, -0.7100], [2.6912, -0.9025, 1.7281], [5.0621, -0.8859, 2.4124]]
}



(3)
{
  "formula": "C38H40F48O10S2",
  "method": "ωB97M-V with the def2-TZVPD basis set",
  "s2": 0.76,
  "homo_energy_ev": [-11.28, -11.28],
  "charge": 1,
  "max_force_ev_per_a": 5.15,
  "lumo_energy_ev": [-2.8, -9.8],
  "total_energy_ha": -7813.81603,
  "multiplicity": 2,
  "species": ["C", "C", "C", "S", "O", "O", "C", "H", "H", "H", "H", "H", "H", "H", "H", "C", "C", "C", "S", "O", "O", "C", "H", "H", "H", "H", "H", "H", "H", "H", "C", "C", "C", "F", "F", "F", "F", "O", "C", "C", "F", "F", "F", "F", "H", "H", "H", "H", "C", "C", "C", "F", "F", "F", "F", "O", "C", "C", "F", "F", "F", "F", "H", "H", "H", "H", "C", "C", "C", "F", "F", "F", "F", "O", "C", "C", "F", "F", "F", "F", "H", "H", "H", "H", "C", "C", "C", "F", "F", "F", "F", "O", "C", "C", "F", "F", "F", "F", "H", "H", "H", "H", "C", "C", "C", "F", "F", "F", "F", "O", "C", "C", "F", "F", "F", "F", "H", "H", "H", "H", "C", "C", "C", "F", "F", "F", "F", "O", "C", "C", "F", "F", "F", "F", "H", "H", "H", "H"],
  "positions_angstrom": [[16.7879, 8.2807, -6.2180], [16.7891, 8.2774, -4.6404], [18.1055, 8.9772, -4.2350], [18.2527, 10.3925, -5.3828], [19.6353, 10.3612, -5.9357], [17.6785, 11.5974, -4.7728], [17.0601, 9.7554, -6.6551], [15.8044, 8.0240, -6.6115], [17.5297, 7.5765, -6.5948], [16.6656, 7.2833, -4.2107], [15.9730, 8.8421, -4.1895], [18.9119, 8.2815, -4.4669], [18.4585, 9.2084, -3.2300], [17.5028, 9.7950, -7.6503], [16.1636, 10.3616, -6.5249], [22.5986, 0.8590, -1.5533], [21.6029, -0.2883, -1.6416], [22.4063, -1.5054, -2.0731], [23.9543, -1.4326, -1.0002], [25.1457, -1.8131, -1.7402], [23.6842, -1.9327, 0.3706], [23.9421, 0.4357, -0.9442], [22.1556, 1.6956, -1.0131], [22.7205, 1.3090, -2.5386], [20.8522, -0.0939, -2.4076], [21.1225, -0.4333, -0.6740], [22.7912, -1.4588, -3.0918], [21.9183, -2.4430, -1.8067], [24.7486, 0.7375, -1.6125], [24.2202, 0.7024, 0.0754], [24.2433, 2.2695, -7.2593], [24.6927, 3.7602, -7.2267], [24.6407, 4.3584, -5.8176], [25.2157, 3.6245, -4.8835], [25.2323, 5.5392, -5.8308], [25.9365, 3.8291, -7.7414], [23.8380, 4.4541, -7.9616], [23.0464, 2.0998, -6.6040], [22.8732, 1.0505, -5.6820], [21.3601, 1.1579, -5.2424], [20.8395, 0.1296, -4.6550], [21.1194, 2.2700, -4.5839], [23.0792, -0.0977, -6.3716], [23.7392, 1.0906, -4.6326], [24.9984, 1.6427, -6.7850], [24.0837, 1.9596, -8.2920], [23.6199, 4.5949, -5.5174], [20.6688, 1.3138, -6.0706], [13.9821, -1.0199, -8.1398], [15.2222, -0.1706, -8.5006], [15.7100, -0.1114, -9.9560], [16.9288, 0.3342, -10.1198], [15.7012, -1.3692, -10.4315], [14.8472, 1.0547, -8.1383], [16.2245, -0.3806, -7.6831], [14.1189, -2.4408, -8.4383], [14.1036, -3.3319, -7.3113], [14.4313, -4.7151, -7.7542], [15.6873, -4.8967, -8.1625], [14.1126, -5.6856, -6.8611], [14.9218, -2.9414, -6.3096], [12.9102, -3.2285, -6.8250], [13.1852, -0.6799, -8.8012], [13.6227, -0.8231, -7.1297], [14.9748, 0.4870, -10.4943], [13.7505, -4.9446, -8.5739], [13.1104, 6.4279, -5.4347], [12.4903, 7.7075, -6.1283], [11.5755, 8.5768, -5.2612], [12.0626, 9.0149, -4.0900], [11.1015, 9.5528, -5.9820], [13.4552, 8.5085, -6.5425], [11.6944, 7.3318, -7.1938], [13.9703, 6.7812, -4.3397], [13.8584, 5.8304, -3.2514], [14.8147, 6.3503, -2.0281], [14.5906, 7.6187, -1.7472], [14.6382, 5.6774, -0.9353], [12.6126, 5.8096, -2.7440], [14.0517, 4.5910, -3.6732], [13.6503, 6.0786, -6.3148], [12.3715, 5.6675, -5.1816], [10.6994, 7.9695, -5.0334], [15.8754, 6.2943, -2.2727], [12.6882, -0.8377, -3.2358], [12.8617, -1.8914, -2.1654], [12.8415, -1.2973, -0.7235], [12.6163, -2.1701, 0.2336], [14.0161, -0.5525, -0.4289], [11.8459, -2.6996, -2.2570], [14.0712, -2.5522, -2.2430], [12.1574, 0.4464, -2.7350], [12.0657, 1.4997, -3.7186], [11.4127, 2.6897, -2.9440], [12.0920, 3.0266, -1.8306], [11.2173, 3.7179, -3.7827], [13.2056, 1.7410, -4.2808], [11.2451, 0.9544, -4.6468], [12.2773, -1.2395, -4.1620], [13.7002, -0.6855, -3.6110], [11.9808, -0.6349, -0.6317], [10.4024, 2.5341, -2.5658], [15.6014, -6.5241, -3.5254], [16.9161, -6.3314, -2.8593], [17.3650, -4.8396, -2.9202], [17.2002, -4.3445, -4.1452], [16.5853, -4.1195, -2.0779], [16.9372, -6.7193, -1.5996], [17.8921, -7.0176, -3.4631], [14.4509, -6.1218, -2.8063], [13.1576, -6.1031, -3.5000], [12.0420, -6.1174, -2.4218], [10.7639, -6.0262, -2.9479], [12.0856, -7.0794, -1.5623], [13.1275, -4.9750, -4.2453], [13.0365, -7.1713, -4.2905], [15.4726, -7.6062, -3.5454], [15.5285, -6.1159, -4.5334], [18.3813, -4.5951, -2.6111], [12.1937, -5.2165, -1.8273], [16.4661, 2.3281, -5.0118], [17.5009, 3.4414, -5.4547], [18.2076, 4.1623, -4.2041], [18.8266, 5.2761, -4.5715], [17.3439, 4.4740, -3.2684], [18.4578, 2.8584, -6.1461], [16.7906, 4.2836, -6.2154], [16.9406, 1.5110, -3.9532], [16.8644, 0.1169, -4.3005], [17.0972, -0.8063, -3.0408], [18.1775, -0.5559, -2.3518], [16.0426, -0.8426, -2.1969], [15.7306, -0.2190, -4.9986], [17.8947, -0.1884, -5.2107], [16.1913, 1.8321, -5.9426], [15.5309, 2.8137, -4.7332], [18.9982, 3.5323, -3.7965], [17.1109, -1.8118, -3.4613]]
}



(4)
{
  "formula": "C38H40F6N11O6S4Y",
  "method": "ωB97M-V with the def2-TZVPD basis set",
  "e_above_lowest_kj_mol": 31.0,
  "homo_energy_ev": -12.79,
  "charge": 2,
  "max_force_ev_per_a": 1.03,
  "lumo_energy_ev": -5.2,
  "total_energy_ha": -4755.87655,
  "species": ["Y", "N", "C", "C", "C", "C", "C", "C", "N", "C", "C", "C", "S", "C", "N", "H", "H", "H", "H", "H", "H", "H", "F", "C", "F", "F", "S", "O", "O", "N", "S", "O", "O", "C", "F", "F", "F", "C", "C", "N", "C", "C", "N", "C", "N", "N", "N", "C", "C", "C", "C", "C", "C", "H", "H", "H", "H", "H", "H", "H", "H", "H", "H", "H", "C", "C", "C", "N", "C", "S", "N", "C", "O", "C", "C", "C", "C", "C", "C", "H", "H", "H", "H", "H", "H", "H", "H", "H", "H", "H", "H", "H", "H", "C", "C", "C", "O", "C", "H", "H", "H", "H", "H", "H", "H", "H"],
  "positions_angstrom": [[-0.3925, -0.0619, 0.4988], [1.3221, 2.0010, -3.1496], [2.5566, 1.4881, -2.7858], [3.7791, 1.4770, -3.4473], [4.8233, 0.8646, -2.7854], [4.6508, 0.2879, -1.5172], [3.4303, 0.2924, -0.8746], [2.3629, 0.9034, -1.5321], [1.0230, 1.0665, -1.1561], [0.4674, 1.7397, -2.1500], [-0.9362, 2.1212, -2.1130], [-1.6264, 2.9851, -2.9067], [-3.2508, 3.0620, -2.3882], [-2.9102, 1.9486, -1.1512], [-1.6728, 1.5380, -1.1120], [1.1214, 2.5393, -3.9753], [3.9092, 1.9236, -4.4239], [5.7986, 0.8284, -3.2516], [5.4993, -0.1767, -1.0329], [3.3275, -0.1589, 0.0989], [-1.2711, 3.5790, -3.7330], [-3.6723, 1.6118, -0.4628], [3.2234, -3.2324, -0.5993], [2.2826, -4.0212, -0.1113], [1.8741, -4.8646, -1.0427], [2.7285, -4.6773, 0.9405], [0.8060, -3.0025, 0.4124], [0.8688, -1.7883, -0.4275], [-0.3363, -3.8375, 0.2735], [0.9892, -2.5583, 1.9121], [2.0118, -1.4085, 2.2882], [1.4521, -0.0989, 1.8862], [3.3773, -1.6338, 1.9626], [1.8670, -1.4450, 4.1295], [0.6153, -1.1846, 4.4974], [2.2273, -2.6322, 4.5647], [2.6717, -0.5101, 4.6033], [-1.2703, -1.5982, -2.8185], [-2.3040, -1.7400, -1.7566], [-2.2354, -1.2428, -0.5233], [-3.4538, -1.5242, 0.0739], [-4.2374, -2.2028, -0.7943], [-3.4982, -2.3334, -1.9477], [-3.9537, -3.0976, -3.1138], [-4.2404, -4.4382, -2.7486], [-5.5441, -4.8491, -2.6964], [-5.5861, -6.0552, -2.3160], [-4.2983, -6.5042, -2.0898], [-3.8344, -7.7487, -1.6554], [-2.4745, -7.8851, -1.5023], [-1.5924, -6.8175, -1.7701], [-2.0356, -5.5891, -2.2021], [-3.4169, -5.4602, -2.3621], [-0.3116, -1.3291, -2.3872], [-1.5583, -0.8282, -3.5384], [-1.1231, -2.5284, -3.3677], [-3.6740, -1.2138, 1.0801], [-5.2248, -2.6251, -0.7087], [-3.1875, -3.0392, -3.8835], [-4.8798, -2.6681, -3.4906], [-4.5224, -8.5574, -1.4538], [-2.0644, -8.8286, -1.1697], [-0.5307, -6.9756, -1.6295], [-1.3452, -4.7788, -2.3975], [-1.0658, 6.8710, 2.6149], [0.2265, 6.7116, 1.8294], [0.0418, 6.0020, 0.4930], [-0.5303, 4.6556, 0.6829], [0.0750, 3.5623, 1.0913], [-0.8313, 2.3489, 1.9002], [1.4341, 3.4277, 1.0005], [2.2535, 3.8763, -0.0621], [1.7526, 4.3089, -1.0750], [3.7037, 3.6908, 0.1448], [4.5285, 3.8329, -0.9706], [5.8963, 3.6793, -0.8396], [6.4450, 3.3862, 0.4019], [5.6297, 3.2574, 1.5186], [4.2597, 3.4110, 1.3944], [-0.9059, 7.4674, 3.5114], [-1.4667, 5.9085, 2.9423], [-1.8314, 7.3752, 2.0207], [0.9721, 6.1702, 2.4191], [0.6644, 7.6889, 1.6158], [0.9672, 5.9211, -0.0624], [-0.6668, 6.5365, -0.1410], [-1.5298, 4.6234, 0.8236], [1.8065, 2.6799, 1.5671], [4.0843, 4.0684, -1.9275], [6.5393, 3.7927, -1.7021], [7.5157, 3.2680, 0.5024], [6.0644, 3.0524, 2.4872], [3.6439, 3.3497, 2.2829], [-2.8207, -0.9470, 4.5190], [-3.1417, -2.1906, 3.6944], [-1.9354, -2.2787, 2.7890], [-1.6215, -0.8798, 2.4548], [-2.1837, -0.0155, 3.5007], [-2.1106, -1.1889, 5.3099], [-3.6965, -0.4976, 4.9821], [-4.0607, -2.0590, 3.1194], [-3.2546, -3.0855, 4.3028], [-2.0890, -2.8105, 1.8533], [-1.0732, -2.6976, 3.3029], [-2.9156, 0.6382, 3.0238], [-1.3738, 0.5820, 3.9150]]
}



- Number 1 is which compound?
  C38H40BN7O2